[1]
This record from the OMol25 dataset describes a structure of composition C21H44B3NO9. The level of theory is ωB97M-V with the def2-TZVPD basis set.

Values from the calculation:
energy relative to the best compared isomer or geometry (same formula, charge and spin)	84.5	kJ/mol
LUMO energy	0.30	eV

```
78
Properties=species:S:1:pos:R:3:forces:R:3:mulliken_charge:R:1
C 2.326 0.440 5.626 -0.31 0.29 -0.12 -0.87
H -1.195 -4.352 4.956 0.07 -0.13 -0.29 0.34
C 1.554 -0.753 6.215 1.11 -0.05 -0.06 -0.63
H 1.762 -6.398 3.482 -0.20 0.20 0.01 0.26
H -3.227 0.928 -7.097 0.00 0.16 0.15 0.44
H 3.289 1.993 0.617 -0.19 0.02 0.09 0.39
O 0.147 -0.590 -5.400 0.02 0.03 -0.02 -0.57
C -4.948 6.314 -6.306 0.18 -0.17 -0.09 -1.02
C -5.779 5.087 -6.598 -0.01 -0.06 -0.02 0.78
C 2.668 -2.709 7.502 0.26 -0.36 -0.43 -0.80
H 0.571 -0.869 5.781 -0.17 0.04 -0.26 0.28
H -7.403 5.365 -5.226 -0.03 0.16 -0.03 0.33
H 2.078 1.734 -4.797 0.19 -0.01 -0.06 0.30
C 2.940 2.246 -1.483 0.08 -0.08 0.01 0.86
H 3.724 -2.946 7.546 0.27 -0.08 0.17 0.18
H -0.253 -0.730 3.632 0.10 -0.24 0.02 0.21
O 3.534 1.829 -2.452 0.03 0.11 0.08 -0.55
H 1.809 -2.753 5.505 0.01 -0.13 -0.22 -0.15
H 2.048 -4.771 3.653 -0.24 -0.06 -0.10 0.25
H -2.984 -3.420 6.098 -0.27 0.16 -0.04 0.36
O 0.787 -6.141 6.191 0.36 1.02 -0.64 -0.52
H -0.468 0.507 2.382 0.08 -0.18 -0.35 0.32
H 3.834 -5.125 5.096 0.33 0.04 0.13 0.25
C 2.059 0.647 -4.714 -0.34 -0.21 -0.01 -1.00
C 2.390 -2.055 6.113 -1.07 -0.10 0.65 -0.03
H 0.654 -0.136 -7.807 0.02 0.03 -0.03 0.26
H -3.812 3.184 -8.412 -0.03 0.06 0.21 0.26
H 3.361 0.500 -0.334 -0.01 0.01 0.00 0.29
H -1.651 0.198 -7.445 -0.01 0.00 0.06 0.24
H -5.001 6.556 -5.243 -0.10 0.12 -0.03 0.33
H -2.909 -4.515 7.428 0.03 -0.09 0.47 0.31
H 2.468 -2.048 8.337 -0.26 0.23 0.02 0.49
C -0.168 0.325 3.403 -0.39 0.86 0.31 -1.02
H 1.408 -0.543 7.266 -0.30 0.05 0.24 0.45
H -1.784 -5.799 5.795 -0.20 -0.17 -0.42 0.36
B 1.900 -4.072 7.536 0.30 -0.19 1.71 0.20
H 3.063 0.253 -4.869 0.07 0.18 -0.03 0.34
H -5.312 7.160 -6.890 -0.07 0.06 0.13 0.33
H -1.729 1.680 -6.479 -0.17 0.01 0.08 0.26
C -1.359 -4.811 5.927 0.38 0.30 1.35 -0.47
O 2.602 -5.265 7.407 0.14 0.71 -1.01 -0.36
H 1.404 1.412 -7.377 0.17 -0.01 -0.03 0.29
H -0.849 0.876 4.040 -0.17 -0.04 0.26 0.39
C -2.747 3.304 -8.577 0.34 -0.11 -0.48 -0.91
N 2.460 -5.692 3.674 0.51 -0.44 0.01 -0.64
H -7.714 5.969 -6.873 0.00 0.09 0.13 0.33
H -2.589 3.785 -9.542 0.05 -0.02 0.01 0.35
H 2.388 -0.076 -7.444 0.08 0.18 0.00 0.42
H 2.694 4.238 -0.725 -0.13 -0.03 0.09 0.36
O 2.046 0.733 2.779 2.52 -0.19 -2.15 -0.50
C 1.412 0.338 -7.186 -0.26 -0.21 0.03 -1.15
O 1.505 1.333 4.839 -0.18 -0.24 0.91 -0.42
H 2.415 4.067 -2.468 0.01 -0.01 0.01 0.32
H 1.791 1.240 0.020 0.02 0.12 0.16 0.24
O 0.516 -4.195 7.602 0.33 0.56 -0.96 -0.38
C -2.294 -3.923 6.768 -0.24 -0.03 -1.06 -1.14
H 3.312 -1.914 5.573 0.34 0.24 -0.10 0.54
H 1.194 3.483 -1.321 0.02 0.05 0.16 0.31
C 2.837 1.445 -0.210 0.16 -0.10 -0.28 -1.01
H 3.162 0.140 5.006 0.14 -0.21 -0.13 0.44
B 0.040 -5.041 6.618 -1.39 -0.79 -0.01 0.29
H 3.697 -6.842 4.960 0.03 -0.25 -0.03 0.38
O -1.465 1.546 -9.544 -0.01 0.01 0.06 -0.58
C 3.112 -5.929 4.980 -0.72 0.54 -0.19 -0.48
H -3.911 6.120 -6.572 -0.01 -0.01 0.00 0.22
C -2.069 1.957 -8.577 0.07 0.02 -0.07 0.81
C -2.179 1.139 -7.314 0.14 -0.17 -0.26 -1.09
H 1.729 0.377 -3.714 0.01 -0.02 -0.01 0.25
H -7.730 4.226 -6.545 0.02 0.00 0.00 0.30
H 2.716 1.031 6.440 0.14 0.37 0.10 0.34
C 2.265 3.598 -1.497 0.09 -0.01 -0.26 -1.17
H -1.761 -3.148 7.297 0.16 0.07 0.36 0.24
C -7.254 5.170 -6.289 0.02 -0.25 -0.10 -1.12
C 1.109 0.066 -5.732 0.00 -0.04 0.04 0.84
O -5.284 4.085 -7.059 -0.21 0.14 0.18 -0.50
C 1.240 0.813 3.617 -2.23 -0.23 1.10 0.81
H -2.325 3.934 -7.793 -0.18 -0.03 0.12 0.25
B 2.130 -5.814 6.210 0.73 -1.47 0.75 0.72
```
Forces are in eV/Å.


[2]
This record from the OMol25 dataset describes a cluster of 3 separate species, C21H44Br2F3N3O2 in total. The level of theory is ωB97M-V with the def2-TZVPD basis set.

Values from the calculation:
SMILES string	CCN[C@@](C)(CC[C@@](F)(Br)C(F)(F)Br)OC=O.CCN(CC)CC.CCN(CC)CC
LUMO energy	0.11	eV

```
75
Properties=species:S:1:pos:R:3:forces:R:3:mulliken_charge:R:1
H 5.088 -3.235 4.454 0.03 0.13 0.00 0.26
H 6.023 -1.816 3.947 -0.04 -0.04 -0.04 0.25
H 2.832 -1.250 3.689 0.03 -0.04 -0.02 0.27
H -5.456 0.257 -0.703 -0.14 -0.13 -0.02 0.34
C 0.740 2.340 -2.863 -0.44 -0.14 -0.24 -1.00
H -6.285 -2.756 -1.167 0.03 -0.11 -0.09 0.26
C 5.481 -3.168 2.307 0.28 0.09 -0.20 -0.68
H 6.138 -0.949 0.009 -0.02 -0.05 0.10 0.30
H -7.443 -0.963 1.990 0.17 0.08 -0.21 0.33
N 2.673 3.112 -1.288 0.63 -0.35 -1.49 -0.16
H -4.301 -2.030 -0.342 -0.05 0.01 0.03 0.26
H -0.913 1.076 -2.090 1.12 1.15 0.82 0.47
Br -2.700 3.424 1.459 0.23 -1.61 -0.82 -0.09
H 2.913 -3.718 1.858 0.22 0.04 0.01 0.36
F -1.376 0.984 0.768 -1.78 2.27 -1.63 -0.20
C -2.008 2.077 0.117 -0.34 0.50 -0.60 0.50
C -5.643 -0.377 0.173 0.02 0.16 -0.23 -0.69
H -8.310 -2.828 -2.614 0.03 0.01 0.08 0.43
H -9.028 -1.492 -1.709 0.08 -0.04 0.08 0.33
H 3.575 4.408 -3.692 -1.17 -1.04 0.09 0.33
H 4.357 2.125 -0.468 -0.73 0.39 -1.55 0.39
H -6.558 -1.277 -2.078 0.13 0.07 0.25 0.42
C -6.941 -1.879 -1.245 -0.14 0.06 0.05 -0.31
H -6.814 -3.731 0.810 0.00 0.07 0.01 0.24
H -8.567 -1.807 0.986 0.08 0.00 -0.12 0.39
C 5.852 -2.879 3.761 0.08 -0.13 0.25 -0.94
H 1.505 -2.383 3.466 0.06 0.02 -0.03 0.41
H 3.003 -2.946 4.182 0.00 0.13 -0.03 0.24
H -7.607 -3.465 2.358 0.03 0.03 -0.06 0.38
N -6.911 -1.069 -0.033 0.05 0.30 0.13 0.14
C -0.948 2.889 -0.826 0.12 -1.26 1.23 0.25
C 3.899 2.310 -1.514 0.63 -1.28 1.02 -0.58
H 1.194 1.422 -3.391 -0.52 1.45 0.94 0.27
C 2.038 5.429 -1.391 2.98 2.81 -1.74 0.35
C 6.066 -0.526 1.015 0.08 -0.04 0.05 -1.51
Br -2.031 4.111 -1.954 0.95 -0.68 0.67 0.00
F -3.098 1.643 -0.725 2.73 0.34 2.39 -0.13
H 3.953 -0.387 1.100 -0.12 -0.23 0.12 0.39
H -3.506 -0.610 0.328 -0.08 -0.07 0.00 0.07
H -4.394 -1.682 1.396 0.00 -0.05 -0.13 0.22
O 2.911 6.199 -1.872 -3.43 -2.82 1.73 -0.54
H -5.963 -2.898 2.124 -0.01 -0.08 -0.11 0.26
H 6.150 0.560 0.929 -0.01 -0.06 0.05 0.40
C 3.086 -2.649 2.022 -0.15 0.11 -0.20 -0.65
C -0.127 1.790 -1.638 0.10 0.06 -0.73 -0.79
C -7.493 -1.676 1.160 -0.32 -0.05 -0.14 -0.69
H -8.747 -3.059 -0.924 -0.02 0.06 -0.04 0.30
H 6.921 -0.873 1.601 -0.03 0.01 -0.08 0.41
C 4.741 -0.891 1.673 0.10 -0.09 -0.07 -0.21
H 2.065 4.053 -4.660 0.86 -0.69 1.53 0.37
C 2.593 -2.280 3.420 -0.15 -0.13 0.25 -1.00
C 3.637 0.825 -2.110 1.42 0.30 0.55 -0.64
C -6.927 -3.016 1.627 0.06 -0.16 0.25 -0.93
H 2.117 2.796 -0.486 0.24 0.01 -0.66 0.30
H 2.433 -2.148 1.295 0.17 0.07 -0.01 0.33
F -0.142 3.645 0.104 -1.08 -1.42 -1.95 -0.27
H 6.395 -3.103 1.707 -0.09 0.12 -0.01 0.36
H 0.038 2.820 -3.640 1.07 -0.59 1.27 0.49
H 1.940 5.400 -0.251 -0.59 -0.32 -1.68 0.29
C 1.880 3.393 -2.498 -0.35 -0.02 -1.41 0.95
C 2.752 3.633 -3.833 0.04 0.19 -0.33 -1.36
C -4.400 -1.235 0.400 0.28 -0.02 0.22 -0.62
H 3.512 0.801 -3.240 -0.18 0.00 1.56 0.30
N 4.467 -2.323 1.683 -0.21 -0.22 -0.13 0.12
H 4.714 -0.465 2.685 0.02 0.14 0.04 0.19
H 0.538 1.149 -0.947 -1.18 1.24 -0.77 0.11
O 1.192 4.683 -2.263 1.48 -0.21 1.85 -0.33
H 4.726 2.870 -2.089 -1.64 -0.74 0.67 0.23
H 6.778 -3.404 4.013 -0.06 0.04 -0.03 0.37
C -8.340 -2.338 -1.637 -0.05 -0.07 0.07 -1.43
H 4.607 0.239 -1.881 -1.56 0.71 -0.40 0.24
H 2.791 0.324 -1.529 1.03 0.65 -1.02 0.01
H 3.216 2.684 -4.257 -0.61 1.12 0.74 0.26
H 5.180 -4.218 2.222 -0.21 0.17 -0.05 0.34
H -5.742 0.326 1.007 -0.17 -0.15 0.01 0.29
```
Forces are in eV/Å.


[3]
This record from the OMol25 dataset describes the ion C21H44BrS with charge +1. The level of theory is ωB97M-V with the def2-TZVPD basis set.

Values from the calculation:
LUMO energy	-3.48	eV
net charge	+1

```
67
Properties=species:S:1:pos:R:3:forces:R:3:mulliken_charge:R:1
H -1.475 2.341 -2.606 -0.18 0.27 0.30 0.51
C -2.529 2.620 -2.486 0.19 -0.20 -0.52 -0.69
H -3.564 -1.853 -1.393 -0.04 0.29 -0.10 0.56
H -1.463 2.596 0.592 0.10 0.39 0.28 0.17
H 1.348 -3.906 1.283 -0.03 0.09 -0.16 0.44
H -2.417 -2.959 -0.018 0.01 0.17 0.15 0.42
C -3.591 -0.842 -0.970 -0.07 0.14 0.27 -1.11
H -2.904 2.901 -3.482 0.25 0.03 0.23 0.46
H -2.430 5.087 -2.552 0.26 -0.12 0.13 0.28
C 0.306 -3.823 -0.665 -0.09 0.44 -0.02 -0.31
H 2.997 1.381 2.587 0.05 0.30 -0.12 0.29
Br -0.270 4.169 2.154 -0.18 -0.02 -0.18 -0.05
H -2.663 -0.276 -2.825 0.18 0.09 0.28 0.33
H 1.561 -3.860 -2.423 -0.15 0.24 0.27 0.48
H 2.376 1.043 0.226 0.01 0.18 -0.09 -0.06
C -3.035 3.705 1.630 0.16 -0.07 0.08 -1.24
H -4.628 -0.481 -1.071 0.21 -0.30 0.10 0.48
C 4.736 -0.090 0.447 0.10 0.10 -0.39 -0.71
H 3.585 -0.537 -1.374 0.09 -0.16 0.13 0.31
H 3.838 2.912 2.184 -0.25 -0.27 0.01 0.33
H 4.268 -0.290 1.424 0.13 0.19 -0.17 0.32
C 1.513 -3.273 -1.489 0.02 -0.49 -0.21 -0.73
H -4.188 1.311 -2.695 -0.05 0.25 0.48 0.38
H 0.443 -1.989 2.255 -0.16 0.06 -0.48 0.46
C -0.196 -2.328 1.420 0.14 -0.87 0.36 -0.21
H -1.677 0.151 -1.442 -0.35 0.20 0.16 0.51
H -3.623 -2.905 1.265 0.33 -0.04 -0.29 0.45
C 3.086 1.853 0.441 0.59 0.42 0.12 0.07
H 3.776 -2.490 0.981 -0.31 0.10 -0.23 0.34
C -1.672 3.626 0.927 -0.59 0.06 -0.66 0.00
H 1.310 -2.239 -1.817 0.20 -0.18 0.26 0.26
H -4.039 -0.752 1.175 0.27 0.18 -0.19 0.40
H -1.727 -3.452 2.493 0.13 0.20 -0.13 0.50
C 4.513 1.388 0.038 -0.60 -0.40 -0.03 -0.97
H 4.965 -1.624 -1.091 -0.33 0.26 0.04 0.41
H 3.670 -3.432 -1.605 -0.18 -0.04 0.20 0.49
H 5.812 -0.298 0.578 -0.39 0.08 -0.07 0.40
H 2.298 -1.674 0.420 0.14 -0.03 0.10 -0.07
C -2.720 -2.402 0.876 -0.47 -0.15 0.51 -0.93
H -1.850 -1.713 2.717 0.09 -0.22 -0.19 0.37
C -3.180 -0.962 0.520 0.04 -0.17 0.02 -0.29
S -2.771 4.195 -1.600 -0.77 0.11 0.17 0.10
H -3.043 3.077 2.531 0.11 0.16 -0.32 0.40
H -2.399 -0.222 0.774 -0.16 -0.25 -0.15 0.05
H -0.311 -4.469 1.285 0.35 0.14 -0.11 0.53
H -0.592 -3.261 -0.982 0.29 -0.31 -0.07 -0.08
C 0.356 -3.691 0.877 -0.65 0.06 -0.07 -0.87
H 2.826 2.731 -0.177 -0.06 -0.32 0.15 0.30
C -1.637 -2.494 1.964 -0.01 0.65 -0.14 -1.33
H -3.237 4.738 1.950 -0.04 -0.31 -0.18 0.38
C 2.988 2.259 1.926 0.21 -0.01 -0.27 -0.54
C -3.416 1.484 -1.930 -0.05 0.04 -0.28 -0.87
C -2.719 0.118 -1.797 0.00 -0.33 -0.54 -0.70
H -1.830 5.610 0.025 0.08 -0.21 -0.24 0.46
H -0.552 4.572 -0.737 -0.27 0.06 0.21 0.50
H -3.946 1.799 -1.021 0.27 -0.17 -0.01 0.47
C 2.902 -3.371 -0.819 -0.20 0.49 0.12 -1.15
C -1.555 4.594 -0.293 0.49 -0.58 0.41 -0.70
H -3.847 3.338 0.980 0.23 0.22 0.13 0.35
H 0.103 -4.867 -0.952 0.29 0.25 0.19 0.37
H 2.978 -4.302 -0.235 -0.09 0.23 -0.22 0.47
H 5.269 2.065 0.462 -0.22 -0.19 0.00 0.42
H -0.165 -1.595 0.601 0.01 0.14 0.29 0.10
H 4.592 1.461 -1.060 0.17 -0.02 0.32 0.36
H 2.077 2.834 2.111 0.17 -0.28 0.05 -0.27
C 4.138 -1.086 -0.597 0.03 -0.31 0.59 -0.68
C 3.228 -2.147 0.085 0.62 -0.25 -0.29 -0.13
```
Forces are in eV/Å.